Entry 1:
Here is C3H3NO2 in the gas phase at a distorted geometry from the Open Molecules 2025 dataset. Energies are from the ωB97M-V functional and the def2-TZVPD basis.

Geometry as XYZ:
```
9
Properties=species:S:1:pos:R:3:nbo_charge:R:1
N -2.20788 -0.58498 -0.50271 -0.241
C -1.27374 -0.06752 -0.17402 0.228
C -0.13479 0.40353 0.28583 -0.135
O 0.31729 1.57530 -0.34965 -0.658
C 0.64302 -0.74702 0.14191 0.418
O 1.63607 -0.83310 -0.49979 -0.491
H -0.39887 0.66977 1.39814 0.251
H 1.12727 1.16549 -0.89387 0.493
H 0.29162 -1.58147 0.59416 0.137
```

Summary:
* total charge: 0
* energy relative to the best compared isomer or geometry (same formula, charge and spin): 76.2 kcal per mole
* E: -8741.829 eV
* highest occupied orbital energy: -11.44 eV
* structure (SMILES): N#C[C@H](O)C=O
* F_max: 0.1592 hartree/bohr
* Kohn-Sham gap: 11.64 eV
* LUMO level: 0.20 eV

Entry 2:
Here is C3H9N3 in the gas phase at a distorted geometry from the Open Molecules 2025 dataset. Energies are from the ωB97M-V functional and the def2-TZVPD basis.

Geometry as XYZ:
```
15
Properties=species:S:1:pos:R:3:nbo_charge:R:1
C 1.16500 -1.13530 1.81349 -0.419
N 0.83605 0.26693 1.58225 -0.611
C -0.16919 0.46428 0.57215 -0.302
C 0.36680 0.22654 -0.79460 0.013
N -0.31415 0.15779 -1.87960 -0.227
N -1.68310 0.30556 -1.78560 -0.654
H 0.28486 -1.71594 2.12490 0.161
H 1.90574 -1.18557 2.61159 0.205
H 1.57192 -1.58874 0.89904 0.198
H 0.52182 0.66916 2.45794 0.357
H -1.04549 -0.16950 0.77891 0.157
H -0.53132 1.51560 0.62629 0.224
H 1.44553 0.20580 -0.89081 0.193
H -2.08214 -0.10522 -0.94544 0.338
H -2.11821 -0.07058 -2.62807 0.367
```

Summary:
* total charge: 0
* energy relative to the best compared isomer or geometry (same formula, charge and spin): 42.4 kcal per mole
* E: -7725.735 eV
* highest occupied orbital energy: -8.86 eV
* structure (SMILES): CNC/C=N\N
* F_max: 0.0208 hartree/bohr
* Kohn-Sham gap: 9.83 eV
* LUMO level: 0.98 eV

Entry 3:
Here is 2 unconnected molecules or ions with the total composition C2H6N2O3 at a distorted geometry from the Open Molecules 2025 dataset. Energies are from the ωB97M-V functional and the def2-TZVPD basis.

Geometry as XYZ:
```
13
Properties=species:S:1:pos:R:3:nbo_charge:R:1
C 1.57002 0.68192 0.69617 -0.467
N -0.70169 0.17679 0.47660 0.033
N 0.46300 -0.25303 0.73546 0.073
C -1.53929 -0.94824 -0.10364 0.574
O -0.85317 1.36023 -0.28185 -0.576
O 0.42512 -1.43326 -0.83034 -0.876
O -2.39928 -0.64015 -0.88425 -0.581
H -1.65827 1.15057 -0.80505 0.500
H 0.62942 -0.97816 -1.66298 0.444
H -1.46066 -1.84043 0.51411 0.180
H 1.53934 1.32714 -0.18182 0.224
H 1.50349 1.30268 1.59453 0.237
H 2.48199 0.09393 0.73306 0.234
```

Summary:
* total charge: 0
* energy relative to the best compared isomer or geometry (same formula, charge and spin): 157.5 kcal per mole
* E: -11288.497 eV
* highest occupied orbital energy: -9.32 eV
* F_max: 0.0204 hartree/bohr
* Kohn-Sham gap: 8.88 eV
* LUMO level: -0.43 eV

Entry 4:
Here is a molecular structure, C23H28AuN4 from the Open Molecules 2025 dataset. Energies are from the ωB97M-V functional and the def2-TZVPD basis.

Geometry as XYZ:
```
56
Properties=species:S:1:pos:R:3:mulliken_charge:R:1
Au -0.07344 0.18485 -0.40502 1.426
C 1.25156 0.17295 2.39088 -1.417
N -0.15214 0.19215 1.98428 0.550
C -0.78904 1.46225 2.32468 -1.318
C -1.97424 1.78365 1.45398 1.022
C -3.07934 2.45145 1.96538 -1.001
C -4.09614 2.83515 1.10648 -0.367
C -3.98244 2.52065 -0.24162 -0.782
C -2.85234 1.84895 -0.67042 -0.251
N -1.87584 1.50615 0.15748 -0.054
C -0.89584 -0.95115 2.51908 -1.521
C -1.45564 -1.93625 1.51988 0.807
C -1.99104 -3.12705 2.00408 -1.107
C -2.55974 -4.01985 1.11548 -0.341
C -2.56504 -3.70895 -0.23762 -0.837
C -1.99314 -2.51495 -0.63112 -0.343
N -1.46564 -1.65285 0.22828 0.176
C 2.11376 -0.76065 1.57758 0.893
C 3.36856 -1.13755 2.04658 -1.076
C 4.16886 -1.94755 1.25778 -0.439
C 3.68156 -2.37385 0.02728 -0.784
C 2.43616 -1.93095 -0.37392 -0.372
N 1.68456 -1.13635 0.37878 0.319
H 1.35976 -0.07095 3.46048 0.500
H 1.68056 1.17325 2.25298 0.416
H -0.06434 2.26615 2.15098 0.445
H -1.08204 1.50815 3.38568 0.345
H -3.12984 2.67695 3.01718 0.443
H -4.95414 3.37255 1.48408 0.436
H -4.74904 2.79285 -0.94722 0.421
H -2.70424 1.58915 -1.70882 0.490
H -1.75084 -0.59265 3.10728 0.568
H -0.26014 -1.52315 3.20608 0.501
H -1.95944 -3.34245 3.05978 0.472
H -2.99254 -4.94235 1.46738 0.435
H -3.00214 -4.37695 -0.96012 0.427
H -1.95514 -2.21935 -1.66972 0.458
H 3.70006 -0.79525 3.01548 0.506
H 5.15556 -2.22955 1.59178 0.438
H 4.24776 -3.03565 -0.60612 0.454
H 2.01856 -2.20645 -1.33042 0.512
C 2.80616 0.89665 -2.48542 -1.502
C 1.38266 1.34765 -2.88652 2.444
C 1.27076 1.40275 -4.41792 -1.882
C 1.14086 2.74375 -2.29742 -1.601
C 0.41076 0.36335 -2.36342 -1.637
H 3.54096 1.58255 -2.89672 0.530
H 3.01076 -0.10295 -2.86152 0.340
H 2.89766 0.88235 -1.40132 0.202
H 1.95386 2.14865 -4.81492 0.424
H 0.25886 1.67005 -4.71272 0.431
H 1.51956 0.43675 -4.85142 0.436
H 1.84906 3.45585 -2.71192 0.487
H 1.25866 2.71435 -1.21632 0.257
H 0.13526 3.08475 -2.52862 0.304
H 0.10156 -0.43095 -3.02892 0.316
```

Summary:
* total charge: +1
* E: -33950.121 eV
* highest occupied orbital energy (alpha / beta): -9.60 / -11.41 eV
* spin multiplicity: 3
* F_max: 0.0116 hartree/bohr
* Kohn-Sham gap (alpha / beta): 7.26 / 8.03 eV
* LUMO level (alpha / beta): -2.34 / -3.38 eV

Entry 5:
Here is C5H6S2 in the gas phase at a distorted geometry from the Open Molecules 2025 dataset. Energies are from the ωB97M-V functional and the def2-TZVPD basis.

Geometry as XYZ:
```
13
Properties=species:S:1:pos:R:3:nbo_charge:R:1
S 2.57732 0.99528 -0.19474 -0.118
C 0.71210 0.24909 0.20439 -0.174
C -0.21502 1.17352 0.85770 -0.447
C -0.55717 0.64258 -0.49755 -0.296
C -1.33246 -0.63658 -0.67942 -0.228
C -0.73517 -1.74451 -0.29427 -0.334
S 0.80583 -1.54167 0.55216 0.285
H 3.18083 -0.26767 0.25124 0.157
H 0.10340 2.21692 0.83067 0.231
H -0.81145 0.89239 1.73594 0.230
H -0.42860 1.36157 -1.28875 0.235
H -2.27288 -0.55369 -1.18048 0.224
H -1.02672 -2.78721 -0.29688 0.234
```

Summary:
* total charge: 0
* energy relative to the best compared isomer or geometry (same formula, charge and spin): 35.7 kcal per mole
* E: -26950.377 eV
* highest occupied orbital energy: -8.40 eV
* structure (SMILES): S[C@@]12C[C@@H]1C=CS2
* F_max: 0.0716 hartree/bohr
* Kohn-Sham gap: 9.12 eV
* LUMO level: 0.72 eV

Entry 6:
Here is a molecular structure, C50H34N6PbS at a distorted geometry from the Open Molecules 2025 dataset. Energies are from the ωB97M-V functional and the def2-TZVPD basis.

Geometry as XYZ:
```
92
Properties=species:S:1:pos:R:3:mulliken_charge:R:1
Pb -0.19213 0.23795 -0.16412 1.543
C -3.20846 -5.49219 -3.39682 -0.408
C -1.85279 -5.74160 -3.55278 -0.897
C -0.92003 -4.78794 -3.19279 -0.089
C -1.34064 -3.55316 -2.70294 -0.122
C -2.71308 -3.28780 -2.59769 -0.043
C -3.63472 -4.26350 -2.91527 -0.947
C -0.45019 -2.49332 -2.23636 1.440
C 0.40140 -2.74047 -1.13416 0.169
C 0.83084 -4.02180 -0.66372 -1.263
C 1.67895 -3.78967 0.37505 -1.288
C 1.71992 -2.37193 0.57225 0.019
N 0.93835 -1.77034 -0.35503 -0.171
C 2.39864 -1.73439 1.63247 2.165
C 2.32409 -0.36058 1.92221 0.002
C 2.99115 0.29485 3.00925 -1.347
C 2.70563 1.62087 2.90229 -1.215
C 1.90633 1.77534 1.72235 0.140
C 1.41064 2.99340 1.20622 1.632
C 1.28258 4.15689 2.08350 -0.439
C -0.03203 4.57981 2.32646 0.036
C -0.28019 5.64094 3.17166 -0.956
C 0.77951 6.34103 3.73169 -0.407
C 2.08491 5.95729 3.45705 -0.935
C 2.33991 4.85617 2.65988 0.089
C 0.94657 3.20915 -0.10868 -0.032
N 0.64406 2.24563 -1.00589 -0.192
C 0.36782 2.85654 -2.18427 0.110
C -0.01574 2.20447 -3.37021 1.753
C -0.34063 3.06132 -4.52541 -0.861
C -1.59286 3.67956 -4.52606 0.284
C -1.96495 4.49673 -5.57576 -0.935
C -1.08141 4.74419 -6.61489 -0.396
C 0.16333 4.13521 -6.61608 -0.849
C 0.53095 3.28385 -5.58792 0.073
C -0.24231 0.82090 -3.48689 0.197
C -0.78084 0.16041 -4.64409 -1.218
C -1.00297 -1.13462 -4.29245 -1.235
C -0.54629 -1.27104 -2.93518 0.083
N -0.09597 -0.07896 -2.48560 -0.169
C 0.51660 4.27735 -2.03483 -1.293
C 0.84920 4.49971 -0.73579 -1.255
N 1.67882 0.56331 1.16393 -0.002
C 3.30430 -2.59510 2.40767 -0.601
C 4.38424 -3.16265 1.71975 0.077
C 5.27412 -3.99265 2.37097 -0.962
C 5.07017 -4.31911 3.70327 -0.402
C 3.99585 -3.77263 4.39070 -0.912
C 3.13332 -2.89137 3.76173 -0.165
H -3.93607 -6.24668 -3.64684 0.431
H -1.52459 -6.68351 -3.96120 0.431
H 0.13258 -4.97171 -3.34357 0.611
H -3.03959 -2.32873 -2.21945 0.456
H -4.68659 -4.06025 -2.78540 0.420
H 0.55534 -4.96850 -1.07781 0.703
H 2.19596 -4.51006 0.97442 0.629
H 3.58627 -0.19765 3.75208 0.649
H 3.03649 2.41799 3.53569 0.688
H -0.85301 4.03429 1.88206 0.474
H -1.30039 5.92414 3.38992 0.426
H 0.58326 7.18445 4.37456 0.427
H 2.90942 6.52218 3.86370 0.435
H 3.35514 4.57162 2.43058 0.587
H -2.26987 3.49182 -3.70566 0.503
H -2.94551 4.94832 -5.57046 0.413
H -1.36084 5.40907 -7.41749 0.421
H 0.85910 4.33741 -7.41638 0.424
H 1.50842 2.82641 -5.59163 0.511
H -0.97637 0.63372 -5.58499 0.567
H -1.40595 -1.92896 -4.88996 0.591
H 0.36412 5.00293 -2.80851 0.569
H 1.04696 5.43863 -0.26016 0.583
H 4.53477 -2.90176 0.68304 0.502
H 6.12690 -4.38740 1.84076 0.426
H 5.74695 -4.99472 4.20190 0.437
H 3.83740 -4.03753 5.42499 0.418
H 2.29710 -2.47099 4.30189 0.526
N -4.94544 -3.04925 4.90702 -0.292
C -4.91695 -1.80301 4.44288 0.433
S -6.18179 -0.77619 4.75511 -0.359
C -3.77057 -1.33649 3.65206 1.109
C -3.75993 -0.03070 3.15710 -0.804
C -2.68339 0.39289 2.40459 -0.487
N -1.64702 -0.38133 2.11246 -0.063
C -1.63880 -1.61588 2.58928 -0.584
C -2.66382 -2.13731 3.35968 -1.018
H -5.73734 -3.33482 5.46150 0.209
H -4.21514 -3.71932 4.73568 0.156
H -4.58574 0.63533 3.34881 0.418
H -2.64622 1.39619 2.00733 0.443
H -0.76892 -2.20729 2.33739 0.502
H -2.58027 -3.15335 3.70438 0.278
```

Summary:
* total charge: +2
* E: -77410.857 eV
* highest occupied orbital energy: -12.18 eV
* F_max: 0.0364 hartree/bohr
* Kohn-Sham gap: 3.58 eV
* LUMO level: -8.61 eV

Entry 7:
Here is C4H8N2O2 in the gas phase at a distorted geometry from the Open Molecules 2025 dataset. Energies are from the ωB97M-V functional and the def2-TZVPD basis.

Geometry as XYZ:
```
16
Properties=species:S:1:pos:R:3:nbo_charge:R:1
N 0.50288 -1.34037 2.10885 -0.676
C 0.60003 -1.26301 0.89009 0.441
C 0.95042 -1.03971 -0.35062 -0.454
C 0.41825 0.18288 -1.01558 -0.062
N -0.49797 -0.03925 -2.06723 -0.863
C -0.31860 1.15333 0.23086 0.370
O -1.48628 0.46605 0.60740 -0.748
O 0.40335 1.61366 1.31269 -0.717
H -0.17877 -1.96093 2.52778 0.385
H 1.52227 -1.75780 -0.92235 0.246
H 1.21740 0.85293 -1.33568 0.202
H -0.10045 -0.17929 -2.98635 0.381
H -1.31192 -0.56312 -1.77280 0.387
H -0.58427 2.05699 -0.33419 0.140
H -1.90721 0.97161 1.31381 0.480
H 0.77089 0.84600 1.79331 0.488
```

Summary:
* total charge: 0
* energy relative to the best compared isomer or geometry (same formula, charge and spin): 76.6 kcal per mole
* E: -11350.793 eV
* highest occupied orbital energy: -8.57 eV
* structure (SMILES): N=C=C[C@@H](N)C(O)O
* F_max: 0.0669 hartree/bohr
* Kohn-Sham gap: 9.39 eV
* LUMO level: 0.82 eV

Entry 8:
Here is a molecular structure, C2H3NOS2 at a distorted geometry from the Open Molecules 2025 dataset. Energies are from the ωB97M-V functional and the def2-TZVPD basis.

Geometry as XYZ:
```
9
Properties=species:S:1:pos:R:3:nbo_charge:R:1
C -0.24144 -0.00485 -0.62809 -0.023
C 0.20080 1.09477 0.28373 -0.638
N -0.14543 -1.26959 -0.39528 -0.005
O -0.46324 -2.18873 -1.17888 -0.492
S 0.82523 0.63877 1.91218 0.183
S 0.49268 -1.92620 1.11306 0.206
H -0.64392 0.30294 -1.56420 0.221
H 0.78915 1.95877 -0.02397 0.269
H -0.81384 1.39412 0.48145 0.279
```

Summary:
* total charge: 0
* energy relative to the best compared isomer or geometry (same formula, charge and spin): 56.7 kcal per mole
* E: -27325.278 eV
* highest occupied orbital energy (alpha / beta): -8.57 / -8.90 eV
* spin multiplicity: 3
* F_max: 0.0361 hartree/bohr
* Kohn-Sham gap (alpha / beta): 9.15 / 5.89 eV
* LUMO level (alpha / beta): 0.58 / -3.01 eV